No. 1
ORCA calculation (the ωB97M-V functional and the def2-TZVPD basis) on a structure of composition C52H54CrN7O2S in a non-equilibrium geometry.

Calculated values
**⟨S²⟩**: 0.996
**Highest occupied orbital energy (alpha / beta)**: -7.23 / -7.21 eV
**Gap between HOMO and LUMO (alpha / beta)**: 0.2359 / 0.2426 Eh

```
! RIJCOSX wB97M-V def2-TZVPD def2/J DEFGRID3
* xyz 0 2
Cr -0.42 -0.22 0.38
N -2.86 -1.13 3.95
C -2.18 -0.71 2.86
S -1.21 -1.84 2.03
N -2.34 0.53 2.50
N -1.75 0.91 1.34
C -2.16 2.04 0.86
C -3.18 2.89 1.52
C -2.90 4.23 1.76
C -3.79 5.03 2.46
C -5.00 4.50 2.89
C -5.31 3.17 2.61
C -4.41 2.37 1.93
C -1.52 2.57 -0.33
C -2.15 3.56 -1.10
C -1.46 4.17 -2.13
C -0.14 3.79 -2.35
C 0.38 2.75 -1.60
N -0.29 2.12 -0.63
H -2.69 -2.05 4.30
H -3.36 -0.46 4.50
H -1.95 4.65 1.44
H -3.55 6.07 2.65
H -5.68 5.11 3.46
H -6.27 2.77 2.91
H -4.64 1.34 1.71
H -3.18 3.80 -0.88
H -1.93 4.93 -2.73
H 0.46 4.28 -3.10
H 1.38 2.41 -1.80
C -0.73 2.89 4.38
C 0.66 2.49 3.85
C 0.89 3.15 2.50
C 0.87 0.97 3.99
C 0.76 0.57 5.33
C 0.94 -0.73 5.73
C 1.45 -1.63 4.81
C 1.67 -1.27 3.49
C 2.49 -2.30 2.71
C 1.73 -3.13 1.67
C 3.78 -1.72 2.11
C 1.23 -0.01 3.03
N 1.19 0.22 1.59
C 2.26 0.80 1.14
C 2.67 1.07 -0.19
C 3.71 2.03 -0.29
C 4.29 2.37 -1.48
C 3.90 1.67 -2.64
C 2.95 0.69 -2.57
C 2.22 0.38 -1.37
N 1.19 -0.47 -1.41
C 1.18 -1.40 -2.50
C 0.38 -1.29 -3.67
C 0.33 -2.37 -4.56
C 1.08 -3.51 -4.39
C 1.97 -3.56 -3.33
C 2.04 -2.53 -2.40
C 3.06 -2.73 -1.28
C 4.47 -2.30 -1.70
C 3.14 -4.19 -0.83
C -0.32 -0.06 -4.27
C -1.21 0.79 -3.38
C 0.72 0.83 -4.97
H -0.88 3.96 4.24
H -0.83 2.68 5.44
H -1.51 2.35 3.85
H 1.39 2.93 4.54
H 1.94 3.12 2.19
H 0.29 2.70 1.72
H 0.61 4.21 2.57
H 0.53 1.32 6.07
H 0.77 -1.02 6.76
H 1.70 -2.63 5.13
H 2.83 -3.02 3.47
H 1.35 -2.52 0.86
H 0.89 -3.63 2.14
H 2.38 -3.89 1.26
H 3.57 -1.07 1.26
H 4.42 -2.52 1.76
H 4.33 -1.14 2.85
H 2.98 1.14 1.88
H 4.02 2.52 0.62
H 5.05 3.13 -1.52
H 4.38 1.89 -3.58
H 2.68 0.15 -3.47
H -0.31 -2.30 -5.43
H 1.00 -4.34 -5.08
H 2.62 -4.41 -3.23
H 2.75 -2.13 -0.42
H 4.77 -2.83 -2.61
H 5.18 -2.56 -0.91
H 4.55 -1.24 -1.88
H 3.76 -4.79 -1.51
H 2.15 -4.65 -0.78
H 3.61 -4.25 0.15
H -0.96 -0.45 -5.07
H -0.78 0.88 -2.40
H -2.20 0.35 -3.30
H -1.34 1.79 -3.81
H 1.36 1.33 -4.24
H 0.20 1.60 -5.54
H 1.34 0.26 -5.65
O -4.01 0.16 -0.64
C -3.35 -0.82 -0.93
N -2.01 -0.99 -0.67
C -1.63 -2.25 -1.03
O -0.54 -2.71 -0.73
C -2.76 -2.93 -1.72
C -2.84 -4.15 -2.35
C -4.07 -4.49 -2.91
C -5.16 -3.64 -2.81
C -5.06 -2.41 -2.17
C -3.84 -2.06 -1.63
H -1.98 -4.80 -2.41
H -4.18 -5.43 -3.44
H -6.11 -3.93 -3.26
H -5.92 -1.75 -2.09
*
```

=====

No. 2
ORCA calculation (the ωB97M-V functional and the def2-TZVPD basis) on a cluster of 2 separate species, C4H12OS in total in a non-equilibrium geometry.

Calculated values
**Structure (SMILES)**: CCO.CCS
**Energy above the lowest of the compared OMol25 structures with the same formula, charge and spin**: 16.8 kcal per mole
**Highest occupied orbital energy**: -8.94 eV
**Gap between HOMO and LUMO**: 0.3607 Eh

```
! RIJCOSX wB97M-V def2-TZVPD def2/J DEFGRID3
* xyz 0 1
C 3.32 1.64 -1.02
C 3.35 0.14 -0.90
O 3.01 -0.31 0.43
H 2.33 2.03 -0.84
H 4.02 2.12 -0.34
H 3.63 1.91 -2.02
H 4.34 -0.23 -1.14
H 2.63 -0.31 -1.57
H 3.60 0.22 1.00
C -4.00 -0.27 1.12
C -2.63 -0.89 0.82
S -2.59 -1.85 -0.72
H -3.87 0.49 1.88
H -4.73 -1.03 1.38
H -4.32 0.26 0.22
H -1.96 -0.06 0.65
H -2.31 -1.50 1.66
H -3.82 -2.35 -0.61
*
```

=====

No. 3
ORCA calculation (the ωB97M-V functional and the def2-TZVPD basis) on a cluster of 2 separate species, C5H10O in total in a non-equilibrium geometry.

Calculated values
**Energy above the lowest of the compared OMol25 structures with the same formula, charge and spin**: 143.0 kcal per mole
**Highest occupied orbital energy**: -5.91 eV
**Gap between HOMO and LUMO**: 0.2119 Eh

```
! RIJCOSX wB97M-V def2-TZVPD def2/J DEFGRID3
* xyz 0 1
C -0.71 -1.10 1.93
O 0.54 -0.62 1.34
C 0.42 -0.11 0.18
C -0.63 -0.07 -0.83
C 0.45 0.37 -1.85
C 1.44 0.59 -0.66
H -1.11 -1.91 1.31
H -1.35 -0.20 1.94
H -0.44 -1.46 2.93
H -1.14 1.90 1.00
H -1.29 -0.95 -0.99
H -1.15 0.87 -0.33
H 0.16 1.27 -2.39
H 0.77 -0.41 -2.55
H 2.48 0.20 -0.75
H 1.41 1.63 -0.30
*
```

=====

The total energy results, record by record, are as follows: -3990.3779, -633.0004, -271.5247 a.u..